Entry from OMol25: a cluster of 4 separate species, C16H24O12 in total at a distorted geometry (wB97M-V/def2-TZVPD).

Its total charge is 0. The calculation puts the energy relative to the best compared isomer or geometry (same formula, charge and spin) at 30.4 kcal per mole. The calculation puts the highest occupied orbital energy at -10.76 eV. For the molar mass, the calculation gives 408.36 g mol⁻¹. The gap between HOMO and LUMO comes out at 10.698 eV. The calculation puts the largest force on an atom at 0.04068 Eh/bohr.

Positions of all 52 atoms, in Å:
C1 1.620 -3.388 0.670
C2 1.080 -2.603 1.874
C3 -0.364 -2.956 2.241
O1 -0.327 -3.173 3.657
C4 0.960 -3.413 4.016
O2 1.370 -3.846 5.035
O3 1.782 -2.949 3.059
H1 2.685 -3.225 0.501
H2 1.097 -3.344 -0.281
H3 1.621 -4.416 1.048
H4 1.280 -1.523 1.892
H5 -0.755 -3.895 1.831
H6 -1.099 -2.213 1.929
C5 1.251 1.844 -2.129
C6 -0.016 0.982 -2.106
C7 -0.074 -0.123 -1.072
O4 -1.257 0.119 -0.305
C8 -1.683 1.377 -0.590
O5 -2.506 1.960 0.019
O6 -1.114 1.827 -1.743
H7 1.514 2.145 -1.114
H8 1.063 2.753 -2.696
H9 2.048 1.276 -2.613
H10 -0.176 0.633 -3.130
H11 0.801 -0.158 -0.418
H12 -0.179 -1.090 -1.563
C9 4.194 -0.529 -0.318
C10 5.568 -0.041 -0.777
C11 5.985 1.234 -0.056
O7 7.312 0.977 0.400
C12 7.555 -0.342 0.345
O8 8.541 -0.856 0.760
O9 6.593 -0.975 -0.329
H13 3.818 -0.182 0.640
H14 4.156 -1.615 -0.396
H15 3.477 -0.178 -1.071
H16 5.754 -0.154 -1.846
H17 5.342 1.512 0.777
H18 6.018 2.088 -0.736
C13 -6.203 1.390 -1.943
C14 -6.060 2.060 -0.614
C15 -7.131 3.080 -0.179
O10 -7.613 2.623 1.059
C16 -6.758 1.631 1.519
O11 -6.718 1.248 2.628
O12 -6.062 1.146 0.476
H19 -6.998 0.640 -1.915
H20 -5.308 0.765 -2.019
H21 -6.336 2.144 -2.712
H22 -5.110 2.605 -0.561
H23 -7.900 3.034 -0.959
H24 -6.737 4.095 -0.188

---

Entry from OMol25: a cluster of 4 separate species, C16H24O12 in total at a distorted geometry (wB97M-V/def2-TZVPD).

Its total charge is 0. The calculation puts the energy relative to the best compared isomer or geometry (same formula, charge and spin) at 10.1 kcal per mole. The calculation puts the highest occupied orbital energy at -10.92 eV. For the molar mass, the calculation gives 408.36 g mol⁻¹. The gap between HOMO and LUMO comes out at 11.261 eV. The calculation puts the largest force on an atom at 0.03413 Eh/bohr.

Positions of all 52 atoms, in Å:
C1 -5.139 -4.741 3.994
C2 -3.900 -5.549 3.677
C3 -3.774 -6.012 2.211
O1 -2.650 -5.293 1.706
C4 -1.991 -4.695 2.713
O2 -0.922 -4.187 2.626
O3 -2.727 -4.734 3.848
H1 -5.520 -4.921 4.998
H2 -5.945 -5.002 3.308
H3 -4.914 -3.680 3.905
H4 -3.772 -6.396 4.349
H5 -4.644 -5.799 1.592
H6 -3.578 -7.081 2.113
C5 1.443 2.207 1.326
C6 2.921 2.452 1.202
C7 3.518 2.325 -0.220
O4 4.280 3.519 -0.372
C8 4.057 4.382 0.638
O5 4.543 5.457 0.736
O6 3.175 3.850 1.516
H7 0.974 2.920 2.001
H8 1.249 1.221 1.761
H9 0.939 2.262 0.363
H10 3.607 1.939 1.874
H11 2.812 2.301 -1.048
H12 4.143 1.436 -0.283
C9 0.219 2.375 -2.647
C10 0.837 3.479 -3.449
C11 1.587 4.552 -2.651
O7 2.784 4.768 -3.418
C12 2.922 3.804 -4.349
O8 3.827 3.703 -5.111
O9 1.874 2.940 -4.289
H13 0.937 1.772 -2.092
H14 -0.418 1.717 -3.234
H15 -0.400 2.794 -1.842
H16 0.099 3.929 -4.114
H17 1.893 4.256 -1.649
H18 1.070 5.508 -2.660
C13 1.174 -0.837 -1.000
C14 -0.148 -1.536 -0.957
C15 -0.931 -1.334 0.354
O10 -2.247 -1.005 -0.064
C16 -2.231 -0.644 -1.364
O11 -3.160 -0.203 -1.948
O12 -1.008 -0.837 -1.900
H19 1.933 -1.408 -0.442
H20 1.143 0.108 -0.462
H21 1.594 -0.755 -1.999
H22 -0.124 -2.597 -1.199
H23 -0.514 -0.517 0.952
H24 -0.902 -2.212 0.999

---

Entry from OMol25: a structure of composition C16H25AsBCoF5NS4SbSi2Te (wB97M-V/def2-TZVPD).

Its total charge is -2. The calculation puts the energy relative to the best compared isomer or geometry (same formula, charge and spin) at 30.1 kcal per mole. The calculation puts the highest occupied orbital energy (alpha / beta) at 0.06 / -1.42 eV. As for the spin multiplicity: 6. Its expectation value of S² is 8.79. For the molar mass, the calculation gives 904.84 g mol⁻¹. The gap between HOMO and LUMO (alpha / beta) comes out at 4.090 / 5.570 eV. The calculation puts the largest force on an atom at 0.01866 Eh/bohr.

Positions of all 58 atoms, in Å:
Co1 -0.226 -0.350 -0.385
S1 -3.962 -4.282 1.019
Sb1 -3.014 -2.193 1.077
S2 -1.595 -2.055 -1.027
S3 0.955 -1.037 1.443
Te1 1.296 -2.892 -0.090
C1 3.368 -3.053 0.441
C2 3.937 -3.864 1.387
C3 5.350 -3.739 1.463
C4 5.842 -2.837 0.563
S4 4.578 -2.146 -0.357
H1 3.350 -4.517 2.019
H2 5.973 -4.291 2.155
H3 6.873 -2.554 0.418
C5 -4.021 1.778 -2.020
Si1 -3.178 2.940 -0.822
C6 -4.456 3.395 0.485
C7 -2.637 4.518 -1.691
As1 -1.461 1.771 0.234
Si2 -0.330 3.346 1.555
C8 -1.583 4.442 2.443
C9 0.622 2.397 2.863
C10 0.846 4.513 0.669
H4 -4.891 2.286 -2.451
H5 -4.362 0.882 -1.498
H6 -3.358 1.458 -2.821
H7 -5.350 3.779 -0.019
H8 -4.114 4.155 1.189
H9 -4.745 2.510 1.054
H10 -3.515 4.969 -2.167
H11 -1.882 4.314 -2.450
H12 -2.221 5.243 -0.988
H13 -2.343 3.856 2.962
H14 -2.088 5.134 1.765
H15 -1.044 5.037 3.189
H16 -0.068 1.902 3.549
H17 1.255 3.082 3.436
H18 1.256 1.616 2.435
H19 0.308 5.157 -0.029
H20 1.618 3.999 0.098
H21 1.328 5.143 1.426
F1 5.291 1.201 -4.350
C11 5.194 0.775 -3.057
F2 6.034 1.553 -2.334
F3 5.756 -0.470 -3.063
C12 3.811 0.806 -2.553
C13 2.753 0.279 -3.336
C14 1.481 0.305 -2.879
N1 1.138 0.857 -1.631
C15 2.212 1.279 -0.829
C16 3.496 1.269 -1.256
H22 2.944 -0.179 -4.297
H23 0.656 -0.119 -3.429
H24 1.947 1.563 0.178
H25 4.270 1.588 -0.573
F4 -0.959 1.409 -2.688
B1 -0.133 1.855 -1.675
F5 0.306 3.146 -1.878

---

Entry from OMol25: a structure of composition C16H25Cl24FN5NbO6PS at a distorted geometry (wB97M-V/def2-TZVPD).

Its total charge is -1. The calculation puts the highest occupied orbital energy at -4.56 eV. For the molar mass, the calculation gives 1409.22 g mol⁻¹. The gap between HOMO and LUMO comes out at 6.067 eV. The calculation puts the largest force on an atom at 0.02896 Eh/bohr.

Positions of all 80 atoms, in Å:
C1 0.046 -4.187 -0.354
C2 0.719 -3.295 -1.361
O1 1.539 -3.757 -2.129
N1 0.274 -1.960 -1.415
C3 -0.120 -1.633 -2.805
Nb1 1.225 -0.419 -0.298
C4 -0.701 0.360 0.527
C5 -1.304 1.670 -0.014
C6 -2.438 1.469 -1.000
F1 -3.449 2.416 -0.708
C7 2.556 1.085 0.702
C8 2.098 1.952 1.878
N2 1.373 1.247 2.940
N3 1.288 3.094 1.446
N4 3.376 2.512 2.444
N5 0.839 0.967 -1.965
C9 1.844 1.264 -2.541
O2 2.834 1.567 -3.140
P1 3.361 -1.069 -1.498
O3 4.654 -0.102 -1.296
O4 3.288 -1.358 -3.102
S1 1.793 -2.049 1.683
C10 0.348 -2.522 2.654
O5 2.664 -1.363 2.649
O6 2.432 -3.281 1.194
H1 -0.470 -4.949 -0.942
H2 -0.676 -3.672 0.268
H3 0.798 -4.702 0.224
H4 0.715 -1.342 -3.436
H5 -0.556 -2.523 -3.263
H6 -0.889 -0.869 -2.799
H7 -1.410 -0.432 0.269
H8 -0.684 0.373 1.618
H9 -0.564 2.346 -0.433
H10 -1.765 2.210 0.815
H11 -2.892 0.486 -0.890
H12 -2.135 1.642 -2.031
H13 3.413 0.510 1.063
H14 2.982 1.780 -0.025
H15 1.856 1.321 3.825
H16 0.494 1.734 3.064
H17 1.515 3.280 0.475
H18 1.623 3.914 1.941
H19 3.143 3.053 3.277
H20 3.927 1.723 2.770
H21 4.884 0.410 -2.082
H22 3.867 -0.761 -3.592
H23 -0.550 -2.296 2.080
H24 0.343 -1.934 3.565
H25 0.381 -3.590 2.851
C11 -5.864 2.441 -3.282
Cl1 -6.705 2.126 -4.816
Cl2 -5.920 0.991 -2.281
Cl3 -4.201 2.886 -3.628
Cl4 -6.667 3.766 -2.439
C12 -3.406 2.149 3.877
Cl5 -3.908 3.519 4.880
Cl6 -1.793 2.435 3.242
Cl7 -3.408 0.677 4.858
Cl8 -4.532 1.963 2.531
C13 -3.385 6.572 -1.878
Cl9 -2.483 5.245 -1.168
Cl10 -2.499 8.092 -1.663
Cl11 -3.622 6.278 -3.605
Cl12 -4.961 6.712 -1.085
C14 -6.508 6.633 -6.667
Cl13 -7.345 6.349 -8.200
Cl14 -6.571 5.176 -5.682
Cl15 -4.823 7.056 -6.992
Cl16 -7.291 7.967 -5.812
C15 2.630 -7.444 1.985
Cl17 2.697 -8.730 3.219
Cl18 1.003 -6.763 1.957
Cl19 3.778 -6.177 2.358
Cl20 3.003 -8.148 0.409
C16 6.975 -8.417 5.353
Cl21 5.397 -8.508 4.577
Cl22 7.998 -9.742 4.780
Cl23 7.738 -6.876 4.960
Cl24 6.785 -8.548 7.108

---

Entry from OMol25: a cluster of 3 separate species, C16H25ClIN4O7S in total at a distorted geometry (wB97M-V/def2-TZVPD).

Its total charge is +1. The calculation puts the highest occupied orbital energy at -11.48 eV. For the molar mass, the calculation gives 579.82 g mol⁻¹. The gap between HOMO and LUMO comes out at 6.619 eV. The calculation puts the largest force on an atom at 0.13549 Eh/bohr.

Positions of all 55 atoms, in Å:
C1 0.648 2.686 -0.131
C2 -0.121 3.676 -1.120
N1 0.701 4.753 -1.645
I1 2.673 5.221 -1.324
C3 -0.241 5.508 -2.500
C4 -1.641 4.848 -2.429
Cl1 -3.160 5.397 -3.245
N2 -1.506 3.691 -1.547
C5 -2.490 2.677 -1.063
C6 -3.322 1.932 -2.222
S1 -4.902 1.298 -1.410
C7 -6.065 2.725 -1.294
N3 -6.267 3.708 -2.343
N4 -7.215 4.601 -1.959
C8 -7.666 4.255 -0.616
O1 -6.946 3.097 -0.237
H1 1.271 1.875 -0.643
H2 1.325 3.313 0.560
H3 -0.094 2.146 0.575
H4 0.034 6.446 -3.101
H5 -3.194 3.142 -0.281
H6 -1.905 1.850 -0.498
H7 -3.546 2.569 -3.144
H8 -2.751 1.000 -2.607
H9 -8.456 4.847 -0.019
C9 4.950 -2.489 -3.537
C10 5.109 -1.490 -2.407
O2 3.866 -0.835 -2.117
C11 2.978 -1.561 -1.416
O3 3.136 -2.687 -1.015
O4 1.861 -0.821 -1.265
C12 0.790 -1.516 -0.624
H10 4.512 -2.009 -4.415
H11 5.916 -2.917 -3.811
H12 4.281 -3.307 -3.256
H13 5.810 -0.709 -2.711
H14 5.517 -1.957 -1.506
H15 1.109 -1.944 0.329
H16 0.406 -2.293 -1.288
H17 -0.008 -0.798 -0.430
C13 -1.236 -4.422 4.887
C14 -0.349 -3.263 5.302
O5 1.030 -3.648 5.316
C15 1.622 -3.732 4.111
O6 1.100 -3.511 3.043
O7 2.890 -4.138 4.297
C16 3.605 -4.372 3.084
H18 -1.048 -5.294 5.518
H19 -2.290 -4.149 4.966
H20 -1.038 -4.728 3.857
H21 -0.600 -2.964 6.323
H22 -0.499 -2.388 4.663
H23 3.565 -3.501 2.426
H24 3.202 -5.254 2.582
H25 4.647 -4.563 3.341

---

| no. | electronic energy (a.u.) |
| --- | --- |
| 1 | -1526.9729 |
| 2 | -1527.0053 |
| 3 | -7502.4940 |
| 4 | -13290.8268 |
| 5 | -2526.0057 |